# C32H34KNSSb2

A structure of composition C32H34KNSSb2 in a non-equilibrium geometry (wB97M-V/def2-TZVPD, the Open Molecules 2025 dataset).

The calculation puts the calculated total energy at -75455.5983 eV. The value obtained for the HOMO energy (spin up / spin down) is 1.298 / 1.298 eV. The total charge is -2. For the LUMO energy (spin up / spin down), the calculation gives 0.12721 / 0.12720 Ha. For the energy relative to the best compared isomer or geometry (same formula, charge and spin), the calculation gives 0.00 kJ/mol.

Last column: Mulliken charge in e.
Positions of all 71 atoms, in Å:
K1 -0.3546 1.6765 2.7267  0.644
C1 0.5233 -3.5863 4.7439  -1.340
Sb1 0.4750 -2.5489 2.8682  0.864
C2 2.6415 -2.6278 2.7190  -1.264
C3 0.0543 -4.5240 1.7820  -1.845
C4 0.5361 -4.4925 0.3915  1.030
C5 1.7616 -5.1356 0.1065  -0.631
C6 2.2726 -5.1667 -1.1951  -0.728
C7 1.5449 -4.5855 -2.2433  -0.558
C8 0.3369 -3.9850 -2.0034  -0.380
C9 -0.1401 -3.8382 -0.6863  0.521
C10 -1.2939 -2.9333 -0.3720  -1.742
Sb2 -0.3739 -0.8243 -0.7641  1.226
C11 1.7834 -0.5714 -0.4560  -0.989
C12 -0.3002 -0.7751 -2.9576  -1.371
H1 0.5517 -4.6763 4.6001  0.383
H2 -0.3199 -3.2920 5.3897  0.331
H3 1.4369 -3.2037 5.2350  0.331
H4 3.0521 -3.2458 3.5093  0.539
H5 2.9505 -1.5525 2.8313  0.112
H6 2.9307 -3.0189 1.7245  0.388
H7 -1.0310 -4.6831 1.8401  0.551
H8 0.6158 -5.2846 2.3170  0.600
H9 2.3671 -5.4925 0.9361  0.266
H10 3.2636 -5.6352 -1.3742  0.268
H11 1.8998 -4.6206 -3.2517  0.412
H12 -0.2591 -3.6124 -2.8186  0.431
H13 -1.7280 -3.0542 0.6792  0.085
H14 -2.1149 -3.0520 -1.1048  0.580
H15 2.2699 -1.5182 -0.6929  0.269
H16 1.9276 -0.3470 0.6197  0.030
H17 2.1088 0.2880 -1.1156  0.397
H18 -0.7444 -1.6601 -3.3977  0.429
H19 0.7710 -0.7222 -3.2898  0.344
H20 -0.8643 0.0943 -3.3174  0.352
S1 -0.3625 -0.2719 5.6481  -0.355
C13 1.0689 0.7240 5.5756  -0.078
C14 1.4044 1.5741 6.6791  -0.663
C15 2.6728 2.1365 6.7656  -0.143
C16 3.6421 1.8489 5.7966  -0.641
C17 3.1919 1.1169 4.6860  -0.182
N1 1.9466 0.6933 4.5149  -0.072
H21 0.7017 1.6582 7.5212  0.306
H22 2.8987 2.7912 7.6122  0.317
H23 4.6701 2.2465 5.8698  0.322
H24 3.8796 0.8957 3.8691  0.342
C18 -1.0272 1.1923 -0.3006  -0.765
C19 -1.3951 2.0641 -1.1205  -0.484
C20 -1.7895 2.9361 -2.1192  -0.361
C21 -3.1836 3.2271 -2.2878  0.561
C22 -3.7455 4.0969 -3.2474  -0.300
C23 -5.0550 3.9229 -3.6973  -0.521
C24 -5.9516 3.1487 -2.9656  -0.460
C25 -5.4805 2.4627 -1.8560  -0.401
C26 -4.1404 2.5061 -1.5411  -0.876
C27 -0.7770 3.5103 -3.0351  0.768
C28 -1.1047 3.5067 -4.4094  -0.769
C29 -0.2164 3.9316 -5.3811  -0.719
C30 0.9774 4.5185 -4.9834  -0.503
C31 1.3357 4.4639 -3.6546  -0.210
C32 0.4981 4.0006 -2.6564  -0.433
H25 -3.1136 4.8366 -3.7536  0.637
H26 -5.3677 4.4550 -4.5887  0.343
H27 -6.9793 3.0774 -3.2543  0.376
H28 -6.1463 1.8668 -1.2260  0.343
H29 -3.7439 1.9928 -0.6507  0.263
H30 -2.0504 3.1208 -4.6972  0.527
H31 -0.5699 3.9601 -6.4067  0.340
H32 1.5789 5.0632 -5.7073  0.345
H33 2.3489 4.8778 -3.3692  0.238
H34 0.8334 4.0551 -1.6084  0.373